{
  "formula": "CH4N2O4",
  "method": "ωB97M-V/def2-TZVPD",
  "de_lowest_ev": 3.301,
  "e_tot_ev": -12266.231,
  "charge": 0,
  "largest_force_ev_per_a": 1.18,
  "lumo_ev": 0.2,
  "e_homo_ev": -9.62,
  "symbols": ["O", "O", "O", "O", "N", "N", "C", "H", "H", "H", "H"],
  "coordinates": [[1.59, 1.72, 0.24], [-0.95, 0.65, -0.83], [-2.79, -0.58, -0.75], [-1.70, -2.22, 0.89], [-1.64, -0.43, -0.37], [-1.00, -1.16, 0.41], [2.70, 1.29, 0.12], [-2.60, -2.20, 0.49], [2.91, 0.24, -0.15], [-0.12, 0.79, -0.33], [3.59, 1.91, 0.29]],
  "nbo_charge": [-0.53, -0.52, -0.48, -0.52, 0.51, -0.01, 0.31, 0.48, 0.12, 0.52, 0.12]
}



{
  "formula": "CH4N2OS",
  "method": "ωB97M-V/def2-TZVPD",
  "de_lowest_ev": 3.196,
  "e_tot_ev": -16961.993,
  "charge": 0,
  "largest_force_ev_per_a": 2.21,
  "lumo_ev": 0.8,
  "e_homo_ev": -8.37,
  "symbols": ["S", "O", "N", "N", "C", "H", "H", "H", "H"],
  "coordinates": [[-1.08, -1.16, -1.03], [-1.09, 0.87, 0.83], [0.35, 0.85, 0.82], [0.60, -0.90, -0.88], [1.02, 0.08, -0.17], [-1.40, 0.51, 1.66], [2.05, 0.27, -0.30], [0.51, 1.82, 0.70], [-0.96, -2.34, -1.62]],
  "nbo_charge": [0.17, -0.58, -0.34, -0.59, 0.20, 0.48, 0.19, 0.36, 0.09]
}



{
  "formula": "CH4N2OS",
  "method": "ωB97M-V/def2-TZVPD",
  "de_lowest_ev": 4.861,
  "e_tot_ev": -16960.328,
  "charge": 0,
  "largest_force_ev_per_a": 3.43,
  "lumo_ev": 0.2,
  "e_homo_ev": -7.89,
  "symbols": ["S", "O", "N", "N", "C", "H", "H", "H", "H"],
  "coordinates": [[1.54, 0.91, -0.14], [2.68, -0.24, -0.09], [-1.49, 0.20, -0.17], [-2.03, 1.25, 0.15], [-0.33, -0.44, -0.32], [3.07, -0.46, 0.75], [-0.21, -1.07, -1.22], [-2.96, 0.88, 0.43], [-0.27, -1.02, 0.62]],
  "nbo_charge": [0.23, -0.88, -0.14, -0.26, -0.26, 0.48, 0.25, 0.33, 0.24]
}



{
  "formula": "CH4N2OS",
  "method": "ωB97M-V/def2-TZVPD",
  "de_lowest_ev": 4.070,
  "e_tot_ev": -16961.119,
  "charge": 0,
  "largest_force_ev_per_a": 5.05,
  "lumo_ev": 0.7,
  "e_homo_ev": -8.50,
  "symbols": ["S", "O", "N", "N", "C", "H", "H", "H", "H"],
  "coordinates": [[2.32, -0.32, 0.02], [-2.20, -0.52, -0.17], [-1.23, 0.42, 0.32], [0.84, 0.63, -0.14], [0.01, -0.13, 0.46], [0.35, -1.14, 1.04], [-1.86, -0.93, -0.96], [3.11, 0.67, -0.48], [-1.33, 1.31, -0.08]],
  "nbo_charge": [0.08, -0.56, -0.34, -0.54, 0.19, 0.21, 0.45, 0.13, 0.38]
}



{
  "formula": "CH4N2OS",
  "method": "ωB97M-V/def2-TZVPD",
  "de_lowest_ev": 1.699,
  "e_tot_ev": -16963.490,
  "charge": 0,
  "largest_force_ev_per_a": 2.89,
  "lumo_ev": 0.5,
  "e_homo_ev": -8.48,
  "symbols": ["S", "O", "N", "N", "C", "H", "H", "H", "H"],
  "coordinates": [[2.31, -0.54, -0.08], [-1.58, -0.51, -0.24], [-0.30, -0.96, 0.15], [0.38, 1.25, -0.03], [0.71, -0.07, -0.01], [-2.05, -0.70, 0.56], [1.09, 1.90, 0.04], [0.02, -1.81, -0.30], [-0.58, 1.45, -0.09]],
  "nbo_charge": [-0.27, -0.56, -0.34, -0.78, 0.26, 0.48, 0.42, 0.39, 0.40]
}



{
  "formula": "CH4N2OS",
  "method": "ωB97M-V/def2-TZVPD",
  "de_lowest_ev": 2.324,
  "e_tot_ev": -16962.865,
  "charge": 0,
  "largest_force_ev_per_a": 5.03,
  "lumo_ev": [0.0, 0.0],
  "e_homo_ev": [-7.52, -7.52],
  "symbols": ["S", "O", "N", "N", "C", "H", "H", "H", "H"],
  "coordinates": [[1.37, -0.81, -0.15], [-1.04, 0.99, -0.58], [-1.66, -0.75, 0.86], [1.98, 0.38, -1.08], [-0.95, 0.02, 0.10], [2.70, 0.91, -0.62], [-1.07, -1.35, 1.30], [-2.51, -0.42, 1.36], [1.18, 1.02, -1.20]],
  "nbo_charge": [0.05, -0.55, -0.82, -0.99, 0.74, 0.36, 0.42, 0.42, 0.38]
}



{
  "formula": "CH4N2OS",
  "method": "ωB97M-V/def2-TZVPD",
  "de_lowest_ev": 0.271,
  "e_tot_ev": -16964.918,
  "charge": 0,
  "largest_force_ev_per_a": 2.71,
  "lumo_ev": 0.6,
  "e_homo_ev": -9.75,
  "symbols": ["S", "O", "N", "N", "C", "H", "H", "H", "H"],
  "coordinates": [[0.27, 1.67, -0.51], [-0.87, -1.95, 0.08], [-0.10, 0.00, -0.78], [0.58, -0.80, 1.42], [-0.13, -0.97, 0.22], [-0.56, -0.26, -1.70], [0.56, -1.61, 2.08], [-0.95, 2.14, -0.19], [1.08, 0.03, 1.53]],
  "nbo_charge": [0.18, -0.64, -0.80, -0.86, 0.77, 0.43, 0.43, 0.10, 0.40]
}



{
  "formula": "CH4N2OS2",
  "method": "ωB97M-V/def2-TZVPD",
  "de_lowest_ev": 1.954,
  "e_tot_ev": -27797.950,
  "charge": 0,
  "largest_force_ev_per_a": 2.78,
  "lumo_ev": 0.4,
  "e_homo_ev": -8.85,
  "symbols": ["S", "S", "O", "N", "N", "C", "H", "H", "H", "H"],
  "coordinates": [[-0.28, -1.19, 1.01], [-0.97, 2.04, 0.61], [1.34, -2.02, -1.27], [0.94, -0.70, -1.25], [-0.05, 1.11, -0.42], [0.23, -0.20, -0.24], [0.66, -0.45, -2.13], [0.31, 1.59, -1.22], [-0.05, 2.24, 1.58], [0.68, -2.45, -0.69]],
  "nbo_charge": [-0.24, 0.24, -0.53, -0.30, -0.76, 0.25, 0.37, 0.40, 0.11, 0.48]
}



{
  "formula": "CH4N2OS2",
  "method": "ωB97M-V/def2-TZVPD",
  "de_lowest_ev": 2.048,
  "e_tot_ev": -27797.856,
  "charge": 0,
  "largest_force_ev_per_a": 1.97,
  "lumo_ev": 0.5,
  "e_homo_ev": -8.71,
  "symbols": ["S", "S", "O", "N", "N", "C", "H", "H", "H", "H"],
  "coordinates": [[2.21, -0.58, 0.05], [-1.97, -0.74, 0.11], [-0.75, 1.99, -0.12], [0.38, 1.33, 0.29], [-0.40, -0.75, -0.49], [0.64, 0.01, -0.05], [-1.83, -1.17, 1.40], [-0.12, -1.67, -0.71], [1.17, 1.97, 0.46], [-0.73, 1.92, -1.11]],
  "nbo_charge": [-0.22, 0.20, -0.52, -0.32, -0.77, 0.24, 0.10, 0.42, 0.40, 0.46]
}



{
  "formula": "CH4N2P2",
  "method": "ωB97M-V/def2-TZVPD",
  "de_lowest_ev": 3.364,
  "e_tot_ev": -22652.283,
  "charge": 0,
  "largest_force_ev_per_a": 3.31,
  "lumo_ev": [0.2, -1.6],
  "e_homo_ev": [-8.05, -9.48],
  "multiplicity": 3,
  "symbols": ["P", "P", "N", "N", "C", "H", "H", "H", "H"],
  "coordinates": [[0.39, 0.70, -1.71], [-0.95, 1.27, 1.02], [-0.60, -0.44, 0.94], [1.53, 0.12, -0.38], [0.20, 0.23, 0.11], [-2.47, -1.78, 0.36], [1.82, -0.84, -0.49], [0.35, -0.53, -2.16], [-0.27, 1.27, 2.31]],
  "nbo_charge": [0.64, 0.65, -0.55, -0.77, -0.19, -0.01, 0.38, -0.09, -0.06]
}



{
  "formula": "CH4N2P2",
  "method": "ωB97M-V/def2-TZVPD",
  "de_lowest_ev": 0.159,
  "e_tot_ev": -22655.488,
  "charge": 0,
  "largest_force_ev_per_a": 2.72,
  "lumo_ev": [0.5, -2.6],
  "e_homo_ev": [-6.26, -8.97],
  "multiplicity": 3,
  "symbols": ["P", "P", "N", "N", "C", "H", "H", "H", "H"],
  "coordinates": [[0.28, 1.35, -0.15], [-0.22, -1.53, 0.99], [0.11, 2.65, 0.72], [-0.16, 0.24, 1.00], [0.07, -1.90, -0.60], [0.32, -2.95, -0.77], [-0.11, -1.09, -1.28], [-0.10, 0.83, 1.84], [-0.03, 3.60, 0.45]],
  "nbo_charge": [0.96, 0.92, -0.94, -1.26, -0.98, 0.25, 0.23, 0.43, 0.39]
}



{
  "formula": "CH4N2S",
  "method": "ωB97M-V/def2-TZVPD",
  "de_lowest_ev": 3.450,
  "e_tot_ev": -14914.155,
  "charge": 0,
  "largest_force_ev_per_a": 4.27,
  "lumo_ev": 0.9,
  "e_homo_ev": -8.89,
  "symbols": ["S", "N", "N", "C", "H", "H", "H", "H"],
  "coordinates": [[-0.32, -1.78, 1.39], [0.70, -0.63, 0.46], [0.16, 0.62, 0.77], [0.05, 0.15, -0.59], [0.79, 0.51, -1.34], [-0.72, -0.74, 2.14], [0.95, 1.38, 0.92], [-1.02, -0.07, -0.91]],
  "nbo_charge": [0.09, -0.37, -0.48, -0.12, 0.20, 0.13, 0.35, 0.20]
}



{
  "formula": "CH4N2S2",
  "method": "ωB97M-V/def2-TZVPD",
  "de_lowest_ev": 7.887,
  "e_tot_ev": -25744.602,
  "charge": 0,
  "largest_force_ev_per_a": 7.17,
  "lumo_ev": -2.0,
  "e_homo_ev": -8.76,
  "symbols": ["S", "S", "N", "N", "C", "H", "H", "H", "H"],
  "coordinates": [[2.09, -1.08, 0.13], [-0.05, 1.51, -1.46], [-0.76, 1.16, 0.20], [0.31, -1.26, 0.71], [-0.68, -0.36, 0.44], [-2.07, 0.51, -0.89], [0.79, 2.49, -0.88], [-1.87, -0.94, 0.62], [2.25, -2.02, 1.14]],
  "nbo_charge": [0.09, 0.12, -0.56, -0.56, 0.16, 0.27, 0.13, 0.20, 0.15]
}



{
  "formula": "CH4N2Si",
  "method": "ωB97M-V/def2-TZVPD",
  "de_lowest_ev": 0.959,
  "e_tot_ev": -11952.888,
  "charge": 0,
  "largest_force_ev_per_a": 6.17,
  "lumo_ev": [0.7, -4.2],
  "e_homo_ev": [-11.04, -10.77],
  "multiplicity": 3,
  "symbols": ["Si", "N", "N", "C", "H", "H", "H", "H"],
  "coordinates": [[-1.30, 0.15, 0.23], [3.47, 0.36, -0.04], [0.00, -0.82, 0.21], [2.39, 0.07, -0.24], [-0.93, 1.57, 0.55], [-2.12, -0.54, 1.23], [0.30, -1.22, -0.75], [-1.80, 0.43, -1.19]],
  "nbo_charge": [1.03, -0.45, -0.80, 0.32, -0.15, -0.14, 0.37, -0.18]
}



{
  "formula": "CH4N3",
  "method": "ωB97M-V/def2-TZVPD",
  "de_lowest_ev": 2.810,
  "e_tot_ev": -5562.075,
  "charge": 1,
  "largest_force_ev_per_a": 4.94,
  "lumo_ev": -4.9,
  "e_homo_ev": -14.40,
  "symbols": ["N", "N", "N", "C", "H", "H", "H", "H"],
  "coordinates": [[-3.25, -0.28, 0.07], [0.13, -0.31, -0.01], [-2.18, 0.08, 0.01], [-1.03, 0.58, -0.06], [0.97, 0.23, -0.37], [0.44, -0.70, 0.85], [0.16, -1.24, -0.44], [-1.04, 1.57, -0.35]],
  "nbo_charge": [0.16, -0.68, 0.04, -0.16, 0.47, 0.44, 0.45, 0.27]
}



{
  "formula": "CH4N3O2",
  "method": "ωB97M-V/def2-TZVPD",
  "de_lowest_ev": 0.000,
  "e_tot_ev": -9666.921,
  "charge": -1,
  "largest_force_ev_per_a": 4.28,
  "lumo_ev": 4.5,
  "e_homo_ev": -3.41,
  "symbols": ["O", "O", "N", "N", "N", "C", "H", "H", "H", "H"],
  "coordinates": [[1.61, -1.43, 0.02], [1.72, 0.84, 0.39], [-1.17, -1.02, 0.15], [-0.33, -0.09, -0.53], [-0.79, 1.29, -0.27], [1.30, -0.23, 0.06], [-0.92, -1.02, 1.15], [-0.12, 1.64, 0.39], [-0.79, -1.86, -0.29], [-0.50, 1.86, -1.07]],
  "nbo_charge": [-0.76, -0.74, -0.68, -0.31, -0.71, 0.88, 0.30, 0.34, 0.36, 0.32]
}



{
  "formula": "CH4N3P",
  "method": "ωB97M-V/def2-TZVPD",
  "de_lowest_ev": 1.560,
  "e_tot_ev": -14859.186,
  "charge": 0,
  "largest_force_ev_per_a": 3.02,
  "lumo_ev": -0.8,
  "e_homo_ev": -9.80,
  "symbols": ["P", "N", "N", "N", "C", "H", "H", "H", "H"],
  "coordinates": [[2.24, 0.02, -0.84], [-0.45, -0.12, 1.11], [4.05, 0.80, 1.32], [1.91, -1.43, -0.43], [3.37, 0.45, 0.49], [-0.67, 0.81, 1.24], [1.27, -2.05, -0.84], [-0.08, -0.61, 2.01], [-1.36, -0.46, 0.84]],
  "nbo_charge": [1.06, -1.09, -0.27, -1.05, -0.13, 0.36, 0.39, 0.38, 0.36]
}



{
  "formula": "CH4N3P",
  "method": "ωB97M-V/def2-TZVPD",
  "de_lowest_ev": 1.882,
  "e_tot_ev": -14858.864,
  "charge": 0,
  "largest_force_ev_per_a": 1.85,
  "lumo_ev": 0.4,
  "e_homo_ev": -9.66,
  "symbols": ["P", "N", "N", "N", "C", "H", "H", "H", "H"],
  "coordinates": [[1.50, -1.28, 0.15], [1.96, -0.17, -1.00], [2.10, 1.10, -0.58], [1.85, 1.20, 0.65], [1.51, 0.06, 1.24], [1.27, 0.05, 2.29], [-2.27, -0.18, -0.39], [-1.85, 0.39, -0.07], [2.15, -0.34, -1.98]],
  "nbo_charge": [0.71, -0.65, -0.03, -0.23, -0.45, 0.23, 0.00, 0.00, 0.42]
}



{
  "formula": "CH4N3P",
  "method": "ωB97M-V/def2-TZVPD",
  "de_lowest_ev": 2.558,
  "e_tot_ev": -14858.189,
  "charge": 0,
  "largest_force_ev_per_a": 3.41,
  "lumo_ev": 0.9,
  "e_homo_ev": -9.22,
  "symbols": ["P", "N", "N", "N", "C", "H", "H", "H", "H"],
  "coordinates": [[1.08, 0.69, -0.23], [-0.58, 1.30, -0.17], [-1.47, 0.34, 0.03], [-1.22, -0.80, -0.19], [0.54, -1.04, -0.34], [1.24, 0.70, 1.28], [-0.82, 2.12, 0.36], [0.64, -1.63, -1.27], [0.59, -1.69, 0.52]],
  "nbo_charge": [0.66, -0.69, 0.03, -0.12, -0.69, -0.06, 0.40, 0.24, 0.24]
}



{
  "formula": "CH4N3S2",
  "method": "ωB97M-V/def2-TZVPD",
  "de_lowest_ev": 2.113,
  "e_tot_ev": -27232.284,
  "charge": 1,
  "largest_force_ev_per_a": 3.97,
  "lumo_ev": -6.2,
  "e_homo_ev": -13.31,
  "symbols": ["S", "S", "N", "N", "N", "C", "H", "H", "H", "H"],
  "coordinates": [[-0.78, -1.56, -0.59], [-2.79, -0.13, -0.15], [-1.38, 0.85, -0.38], [0.73, 0.44, 0.64], [0.17, -2.17, 0.48], [-0.35, 0.10, -0.09], [-1.33, 1.87, -0.05], [1.50, -0.03, 1.06], [0.84, 1.48, 0.92], [0.27, -3.18, 0.68]],
  "nbo_charge": [1.06, 0.15, -0.67, -0.73, -0.92, 0.34, 0.44, 0.47, 0.44, 0.43]
}